1.
Entry from OMol25: a cluster of 2 separate species, C3H13N2O in total (ωB97M-V with the def2-TZVPD basis set).

XYZ file:
```
19
Properties=species:S:1:pos:R:3
O 1.99486 0.41215 2.86192
N -1.17098 1.39703 -0.00614
N -0.74911 -0.71176 -1.63568
C 0.41375 0.04744 -1.22074
C -1.02164 -1.92788 -0.85996
C 0.12890 0.63443 0.15966
H 2.32172 -0.36463 3.32342
H -1.73994 -2.52912 -1.40742
H -1.02419 2.23799 -0.57342
H 0.90868 1.29102 0.53436
H -1.54398 -1.68354 0.08023
H 0.57346 0.84377 -1.94616
H 1.36984 -0.49286 -1.13680
H 2.63960 1.10758 3.04118
H -0.11421 -2.47487 -0.59799
H -0.64654 -1.00150 -2.60246
H -1.76484 0.78336 -0.58837
H -0.11575 -0.18788 0.81439
H -1.58448 1.70647 0.87108
```

Output
charge	+1
energy	-8343.1299	eV
highest occupied orbital energy	-13.642	eV
energy above the lowest of the compared OMol25 structures with the same formula, charge and spin	0.852	eV
orbital gap	10.410	eV

Löwdin analysis output, partial charges in e: -0.059, 0.186, -0.143, -0.222, -0.099, -0.128, 0.044, 0.092, 0.172, 0.126, 0.079, 0.126, 0.136, 0.047, 0.093, 0.123, 0.146, 0.110, 0.172



2.
Entry from OMol25: the molecule C4H8ClN in a non-equilibrium geometry (ωB97M-V with the def2-TZVPD basis set).

XYZ file:
```
14
Properties=species:S:1:pos:R:3
Cl 1.16681 -2.69650 1.10048
N 0.35026 -0.45097 -0.00040
C -0.49234 0.66853 -0.32845
C 1.81931 -0.24480 -0.20284
C -0.09118 -1.54340 0.66176
C -1.95185 0.65781 0.04447
H -1.86020 0.29008 0.98476
H -2.38570 1.61789 0.08675
H 2.20257 0.47318 0.51028
H -2.59834 -0.14917 -0.53776
H 2.35598 -1.16738 -0.09981
H 1.92795 -0.06185 -1.27518
H -0.12410 1.53215 0.34317
H -0.31918 1.07442 -1.28724
```

Output
charge	0
energy	-18287.4919	eV
highest occupied orbital energy	-8.530	eV
energy above the lowest of the compared OMol25 structures with the same formula, charge and spin	2.280	eV
orbital gap	9.349	eV

Löwdin analysis output, partial charges in e: 0.540, -0.278, -0.273, -0.085, -0.438, -0.100, 0.012, 0.061, 0.093, 0.129, 0.000, 0.093, 0.147, 0.099



3.
Entry from OMol25: the ion C4H9N2O2 with charge -1 in a non-equilibrium geometry (ωB97M-V with the def2-TZVPD basis set).

XYZ file:
```
17
Properties=species:S:1:pos:R:3
O -2.28346 0.40506 -1.45790
O 2.77363 -0.39516 0.24215
N -1.77032 -1.41739 -0.03197
N 0.42156 -0.04832 1.07200
C -1.64110 -0.14790 -0.46203
C -0.44512 0.66808 0.19108
C 1.68724 -0.99268 0.64908
C 0.19283 1.52759 -0.95335
H -0.51326 1.81908 -1.76075
H 0.68970 2.37968 -0.38948
H 1.15190 -1.66612 -0.04518
H 0.97328 0.61278 1.63857
H -0.91056 -1.52510 0.57208
H 1.97220 -1.41604 1.74359
H -2.22575 -2.11992 -0.45369
H -1.02026 1.41402 0.84755
H 0.94748 0.90234 -1.40174
```

Output
charge	-1
energy	-11368.3519	eV
highest occupied orbital energy	-3.074	eV
energy above the lowest of the compared OMol25 structures with the same formula, charge and spin	2.814	eV
SMILES string	C[C@H](NC[O-])C(N)=O
orbital gap	7.025	eV

Löwdin analysis output, partial charges in e: -0.096, -0.316, 0.172, -0.081, -0.427, -0.379, -0.533, -0.067, 0.062, 0.085, 0.061, 0.082, 0.100, 0.094, 0.048, 0.144, 0.052



4.
Entry from OMol25: a cluster of 5 separate species, C26H52ClF3N9O8S in total in a non-equilibrium geometry (ωB97M-V with the def2-TZVPD basis set).

XYZ file:
```
100
Properties=species:S:1:pos:R:3
Cl -3.33549 -1.47545 -1.95347
S 1.18033 2.36186 0.05749
F 0.91060 -4.30114 -3.02835
F -1.09358 -4.32505 -3.77288
F -0.63671 -5.28617 -1.91156
O -3.06477 -0.49517 1.67090
O 0.77253 3.64556 -0.45277
O -0.63334 -3.13484 -1.95652
O 0.47348 0.74342 -5.70331
O 2.51587 1.96928 -0.29520
O 2.83411 0.83145 3.76072
O -7.45408 2.77745 7.25134
O -4.35565 2.63270 2.54339
N -0.45588 0.99622 -7.75070
N 3.85995 -1.17696 3.97304
N -1.75078 0.34550 -5.95481
N -2.37972 0.59203 -0.63246
N -7.66310 3.67335 5.19437
N -4.58609 3.46276 4.63865
N -4.61925 1.19189 4.28608
N 4.33666 0.19344 2.17789
N -9.41677 3.78143 6.70810
C -1.40872 1.43401 -0.19161
C -1.83340 2.57385 0.66119
C 2.13911 0.38513 -2.96786
C -3.79336 0.77684 -0.25562
C 7.17244 -1.97970 -1.42247
C 2.96272 -0.55343 -3.86153
C -0.49228 -1.92649 -2.70533
C -0.36436 -4.24953 -2.66636
C -0.06422 1.18886 -0.53212
C -3.04587 -1.81953 2.19735
C -2.10439 -2.74217 1.43529
C -8.14334 3.37422 6.43837
C 7.21876 -3.01286 0.95583
C 1.68906 -0.30745 -1.64911
C -4.50889 2.43583 3.74447
C 0.28553 0.05728 -1.31083
C -0.75591 -0.76807 -1.79444
C 4.46575 -0.45322 -3.54761
C 4.84988 -1.23532 -2.27234
C 6.71936 -1.85956 0.04430
C 6.03930 -2.19945 -2.43662
C 3.62722 0.00386 3.33140
C 1.09051 2.33830 1.82628
C -0.51098 0.69838 -6.42435
C -4.19806 -0.15558 0.90690
C -2.05935 -0.47426 -1.40996
H -4.42269 0.61310 -1.11826
H -9.99275 4.27255 6.05207
H -2.76840 3.00860 0.33960
H 2.67569 1.30305 -2.76653
H -4.67601 -1.04997 0.51159
H 2.36240 -0.11084 -0.82990
H -9.78254 3.57189 7.61807
H 5.63415 -1.84420 0.11775
H 4.50671 -1.86848 3.64470
H 8.04119 -3.54376 0.49171
H 5.08675 -0.50914 -1.49564
H 1.76006 -1.37360 -1.81864
H 4.99166 -0.47409 1.81534
H 3.99883 -1.80736 -1.90999
H -4.50671 4.39844 4.28390
H -4.69666 3.32526 5.62933
H -4.75433 1.02700 5.26728
H 7.08653 -0.91971 0.45144
H -4.04557 -2.24537 2.26660
H 1.23327 0.62321 -3.52205
H -4.92680 0.38679 1.50659
H 6.40407 -3.71030 1.12684
H -2.02853 2.19565 1.66588
H 4.19387 1.05045 1.67496
H -1.28842 -2.15253 1.02390
H -4.55873 0.40732 3.66605
H 7.52607 -2.60470 1.91343
H -2.68186 -1.73573 3.21963
H 0.47872 -1.86051 -3.17601
H -1.82693 0.12840 -4.98085
H 6.45197 -2.06448 -3.43430
H -1.25005 0.96716 -8.36112
H -2.57055 0.30285 -6.52988
H -1.11764 3.37727 0.69601
H 3.35939 -1.34279 4.82586
H -8.17755 4.16051 4.48581
H 2.10210 2.31059 2.20466
H 2.62059 -1.58372 -3.76176
H 0.51315 1.48887 2.17599
H -6.72253 3.36259 5.02075
H -2.61904 -3.26695 0.63727
H 5.71536 -3.23556 -2.36391
H 0.43687 1.25977 -8.12474
H -1.66125 -3.46836 2.10763
H 4.68802 0.60132 -3.42644
H 7.72506 -1.09243 -1.72488
H 2.77963 -0.27496 -4.89604
H 0.62354 3.25692 2.16106
H -1.23188 -1.90050 -3.50393
H 7.86591 -2.81410 -1.49607
H -3.98021 1.77985 0.09055
H 5.01118 -0.85869 -4.39452
```

Output
charge	+1
energy	-89104.4566	eV
highest occupied orbital energy	-11.713	eV
orbital gap	8.206	eV

Results of the Löwdin charge analysis, in e, for atoms 1 through 99: 0.919, 0.683, 0.188, 0.185, 0.210, -0.156, -0.290, 0.050, 0.027, -0.299, 0.008, 0.011, 0.014, 0.162, 0.158, 0.154, 0.016, 0.151, 0.151, 0.186, 0.177, 0.154, -0.141, 0.007, -0.145, -0.099, -0.205, -0.193, -0.136, -0.762, -0.089, -0.246, -0.053, -0.686, -0.094, -0.139, -0.655, -0.065, -0.107, -0.172, -0.196, -0.263, -0.194, -0.664, -0.113, -0.661, -0.194, -0.494, 0.106, 0.094, 0.092, 0.113, 0.108, 0.103, 0.106, 0.074, 0.094, 0.064, 0.102, 0.101, 0.071, 0.095, 0.118, 0.108, 0.111, 0.098, 0.122, 0.085, 0.109, 0.065, 0.108, 0.091, 0.072, 0.081, 0.062, 0.119, 0.118, 0.079, 0.100, 0.099, 0.097, 0.070, 0.106, 0.096, 0.047, 0.103, 0.081, 0.047, 0.068, 0.110, 0.111, 0.082, 0.110, 0.110, 0.101, 0.079, 0.112, 0.098, 0.098



5.
Entry from OMol25: the molecule C3H7NO (ωB97M-V with the def2-TZVPD basis set).

XYZ file:
```
12
Properties=species:S:1:pos:R:3
O 0.86136 -0.42387 -1.24862
N -0.63754 0.02042 0.41931
C 0.61127 -0.00900 -0.04374
C 1.83459 0.46217 0.54074
C -1.80250 -0.27511 -0.39232
H -0.75860 0.24305 1.39388
H -2.18820 -1.27987 -0.19157
H -2.58990 0.45881 -0.19824
H 1.79260 1.24723 1.29628
H 1.89390 0.14235 -0.96636
H 2.48636 -0.36481 0.83098
H -1.50334 -0.22138 -1.44033
```

Output
charge	0
energy	-6759.7245	eV
highest occupied orbital energy	-8.088	eV
energy above the lowest of the compared OMol25 structures with the same formula, charge and spin	3.026	eV
SMILES string	C=C(O)NC
orbital gap	8.913	eV

Löwdin analysis output, partial charges in e: -0.005, 0.026, -0.557, -0.064, -0.059, 0.146, 0.087, 0.085, 0.035, 0.173, 0.048, 0.086



6.
Entry from OMol25: the molecule C4H8N4 in a non-equilibrium geometry (ωB97M-V with the def2-TZVPD basis set).

XYZ file:
```
16
Properties=species:S:1:pos:R:3
N -0.56456 -1.28797 -1.51820
N 2.19789 0.04442 -0.78222
N 1.27611 -1.73396 1.32137
N -1.47723 0.26274 -0.09656
C 0.25761 -1.24882 0.96580
C -0.38961 -0.51840 -0.46960
C 1.03115 0.46537 -0.72009
C -1.38275 1.31719 0.88574
H -0.91477 0.96248 1.80698
H 2.90079 0.69144 -1.13789
H 1.58087 -2.59679 1.73939
H 0.61985 1.38316 -1.15883
H 0.27156 -1.81363 -1.75617
H -0.79671 2.18015 0.54354
H -2.22670 0.23643 -0.76928
H -2.38351 1.65618 1.14602
```

Output
charge	0
energy	-10233.2102	eV
highest occupied orbital energy (alpha / beta)	-7.742 / -7.741	eV
energy above the lowest of the compared OMol25 structures with the same formula, charge and spin	5.032	eV
orbital gap (alpha / beta)	8.010 / 8.008	eV

Löwdin analysis output, partial charges in e: 0.058, 0.081, 0.203, -0.088, 0.056, -0.676, -0.157, -0.118, 0.070, 0.058, 0.102, 0.108, 0.030, 0.066, 0.123, 0.081